Record 1
{"formula": "C29H33As2KN6O5S2", "method": "ωB97M-V/def2-TZVPD", "charge": -2, "homo_energy_ev": -2.04, "multiplicity": 1, "elements": ["K", "N", "C", "S", "N", "N", "C", "C", "C", "C", "C", "C", "C", "C", "C", "C", "C", "C", "N", "H", "H", "H", "H", "H", "H", "H", "H", "H", "H", "H", "O", "S", "O", "O", "O", "C", "As", "C", "C", "C", "C", "C", "C", "C", "As", "C", "C", "H", "H", "H", "H", "H", "H", "H", "H", "H", "H", "H", "H", "H", "H", "H", "H", "N", "C", "O", "C", "C", "C", "C", "N", "C", "H", "H", "H", "H", "H", "H"], "positions_angstrom": [[-1.37, -0.64, -0.11], [-0.24, 1.00, -4.53], [-0.80, -0.13, -3.96], [-2.48, -0.32, -4.04], [0.06, -1.00, -3.48], [-0.15, -1.74, -2.43], [0.37, -2.93, -2.37], [0.98, -3.55, -3.58], [2.34, -3.82, -3.67], [2.88, -4.35, -4.83], [2.07, -4.63, -5.92], [0.71, -4.34, -5.84], [0.17, -3.80, -4.69], [0.27, -3.65, -1.11], [0.67, -5.00, -0.98], [0.45, -5.65, 0.22], [-0.14, -4.97, 1.27], [-0.47, -3.63, 1.08], [-0.25, -3.00, -0.06], [-0.78, 1.40, -5.28], [0.76, 0.98, -4.65], [2.99, -3.60, -2.82], [3.95, -4.55, -4.89], [2.49, -5.05, -6.82], [0.07, -4.54, -6.70], [-0.88, -3.56, -4.62], [1.13, -5.51, -1.82], [0.75, -6.69, 0.33], [-0.36, -5.47, 2.21], [-0.94, -3.04, 1.86], [-3.47, 0.53, 2.80], [-2.64, -0.65, 2.46], [-2.52, -1.57, 3.59], [-1.25, -0.17, 2.06], [-3.19, -1.30, 1.25], [3.00, -2.08, 2.19], [1.37, -0.89, 2.12], [0.74, -1.47, 3.88], [2.22, 0.78, 2.81], [3.45, 0.68, 3.47], [4.13, 1.79, 3.95], [3.56, 3.04, 3.80], [2.32, 3.15, 3.18], [1.63, 2.05, 2.68], [-0.15, 2.32, 1.83], [-0.08, 4.33, 1.60], [-1.09, 2.54, 3.54], [3.38, -2.30, 3.19], [3.82, -1.68, 1.59], [2.68, -3.02, 1.74], [1.55, -1.41, 4.61], [0.36, -2.49, 3.83], [-0.09, -0.84, 4.17], [3.90, -0.30, 3.61], [5.09, 1.68, 4.44], [4.06, 3.93, 4.17], [1.88, 4.14, 3.10], [0.05, 4.89, 2.53], [-1.05, 4.60, 1.19], [0.68, 4.64, 0.88], [-0.40, 2.89, 4.32], [-1.55, 1.61, 3.83], [-1.89, 3.27, 3.41], [-3.08, 6.46, -2.33], [-2.16, 5.47, -2.09], [-1.03, 5.57, -2.52], [-2.64, 4.31, -1.29], [-3.76, 4.36, -0.45], [-4.07, 3.25, 0.30], [-3.26, 2.12, 0.22], [-2.21, 2.06, -0.60], [-1.92, 3.12, -1.33], [-2.79, 7.22, -2.91], [-4.06, 6.33, -2.14], [-4.36, 5.26, -0.37], [-4.93, 3.24, 0.97], [-3.44, 1.28, 0.88], [-1.07, 3.04, -2.00]]}

Record 2
{"formula": "C29H33BaN3O", "method": "ωB97M-V/def2-TZVPD", "charge": -2, "homo_energy_ev": [2.35, -0.48], "multiplicity": 1, "elements": ["Ba", "N", "N", "C", "C", "C", "C", "H", "H", "H", "C", "C", "H", "H", "H", "C", "C", "H", "H", "H", "C", "H", "H", "H", "C", "H", "H", "H", "C", "H", "C", "H", "C", "H", "C", "H", "C", "C", "H", "C", "C", "H", "C", "H", "N", "C", "C", "C", "H", "C", "C", "H", "H", "H", "C", "H", "C", "C", "H", "H", "H", "C", "H", "H", "H", "O", "C"], "positions_angstrom": [[-0.06, 0.28, 0.52], [1.95, 0.92, 2.26], [2.28, -1.50, 0.04], [-1.02, 1.61, -1.95], [0.40, 1.71, -2.01], [0.81, 2.72, -1.10], [2.19, 3.21, -0.91], [2.93, 2.44, -1.15], [2.39, 3.54, 0.12], [2.39, 4.08, -1.57], [-0.34, 3.22, -0.44], [-0.32, 4.25, 0.63], [0.03, 5.23, 0.25], [0.35, 3.97, 1.46], [-1.33, 4.39, 1.05], [-1.47, 2.55, -0.97], [-2.88, 2.75, -0.54], [-2.93, 2.96, 0.54], [-3.49, 1.86, -0.75], [-3.37, 3.60, -1.06], [1.33, 0.89, -2.82], [1.66, 1.44, -3.72], [0.87, -0.05, -3.16], [2.23, 0.61, -2.25], [-1.88, 0.65, -2.68], [-2.42, -0.03, -1.99], [-1.29, 0.02, -3.35], [-2.65, 1.14, -3.29], [2.07, 1.61, 3.56], [1.16, 1.47, 4.15], [3.32, 1.40, 4.27], [3.36, 1.80, 5.28], [4.37, 0.76, 3.67], [5.33, 0.68, 4.19], [4.25, 0.27, 2.37], [5.10, -0.18, 1.85], [2.99, 0.28, 1.71], [2.85, -0.26, 0.35], [3.57, 0.07, -0.41], [1.17, -2.01, 0.73], [2.50, -2.30, -1.12], [3.35, -2.17, -1.78], [1.41, -3.08, -1.24], [1.17, -3.81, -2.00], [0.52, -2.76, -0.21], [-0.91, -2.91, -0.18], [-1.66, -2.95, -1.38], [-3.05, -2.97, -1.29], [-3.64, -3.05, -2.21], [-3.72, -2.89, -0.07], [-5.22, -2.94, 0.03], [-5.65, -1.96, 0.29], [-5.52, -3.63, 0.83], [-5.68, -3.27, -0.90], [-2.96, -2.76, 1.09], [-3.48, -2.68, 2.04], [-1.56, -2.78, 1.06], [-0.84, -2.69, 2.37], [-0.44, -3.66, 2.68], [-1.55, -2.38, 3.15], [0.03, -1.97, 2.37], [-1.06, -2.91, -2.75], [-0.54, -3.85, -3.01], [-0.38, -2.06, -2.92], [-1.87, -2.80, -3.49], [2.76, 3.77, 2.54], [2.07, 3.09, 3.22]]}

Record 3
{"formula": "C29H33BrF2I2N3O7", "method": "ωB97M-V/def2-TZVPD", "charge": -1, "homo_energy_ev": -3.07, "multiplicity": 1, "elements": ["C", "C", "C", "C", "C", "C", "O", "C", "C", "C", "C", "C", "C", "O", "C", "O", "C", "C", "C", "O", "C", "I", "I", "N", "C", "C", "C", "N", "C", "C", "C", "C", "C", "C", "C", "O", "N", "C", "O", "F", "C", "O", "F", "H", "H", "H", "H", "H", "H", "H", "H", "H", "H", "H", "H", "H", "H", "H", "H", "H", "H", "H", "H", "H", "H", "H", "H", "H", "H", "H", "H", "H", "H", "H", "H", "H", "Br"], "positions_angstrom": [[0.06, -1.82, 2.64], [1.18, -1.79, 2.18], [2.64, -1.76, 1.75], [3.18, -0.34, 1.42], [2.89, 0.52, 2.73], [3.60, 1.90, 2.70], [4.73, 2.09, 3.12], [2.86, 3.14, 2.17], [1.50, 3.38, 2.48], [0.76, 4.49, 2.01], [1.41, 5.44, 1.19], [2.79, 5.24, 0.91], [3.52, 4.12, 1.38], [2.52, 0.40, 0.41], [1.83, -0.26, -0.61], [2.58, -0.55, -1.78], [2.75, -1.95, -2.00], [1.50, -2.71, -2.58], [1.82, -3.20, -4.02], [1.35, -3.93, -1.80], [0.72, 0.79, -1.12], [-0.65, 1.08, 0.56], [1.84, 2.61, -1.60], [0.04, 0.32, -2.30], [-0.92, 1.30, -2.89], [-2.36, 0.68, -3.11], [-3.41, 1.38, -2.16], [-4.49, 0.53, -1.68], [-4.01, -0.65, -0.94], [-4.87, -1.01, 0.28], [-4.18, -1.07, 1.56], [-4.78, -1.43, 2.78], [-6.18, -1.77, 2.80], [-6.92, -1.69, 1.59], [-6.23, -1.29, 0.24], [-6.92, -1.19, -1.05], [4.64, -0.24, 1.19], [5.51, -0.67, 2.22], [6.68, -0.57, 2.05], [5.13, -1.24, 3.39], [5.11, -0.87, -0.03], [5.32, -2.04, -0.09], [5.36, -0.11, -1.10], [-1.03, -1.78, 2.66], [2.66, -2.43, 0.85], [3.19, -2.31, 2.53], [3.07, -0.05, 3.66], [1.80, 0.74, 2.71], [0.97, 2.65, 3.12], [-0.30, 4.63, 2.25], [0.86, 6.30, 0.78], [3.28, 6.00, 0.27], [4.59, 4.04, 1.12], [1.23, -1.16, -0.36], [3.12, -2.52, -1.13], [3.55, -2.03, -2.77], [0.54, -2.18, -2.48], [0.91, -3.45, -4.60], [2.39, -4.15, -3.94], [2.49, -2.50, -4.57], [1.07, -3.67, -0.91], [-0.56, -0.45, -1.96], [-0.51, 1.58, -3.88], [-1.07, 2.20, -2.26], [-2.65, 0.94, -4.15], [-2.37, -0.43, -3.06], [-2.94, 1.88, -1.28], [-3.88, 2.20, -2.76], [-5.16, 0.29, -2.40], [-2.96, -0.50, -0.60], [-4.04, -1.52, -1.64], [-3.10, -0.82, 1.58], [-4.12, -1.46, 3.67], [-6.65, -2.08, 3.75], [-8.06, -1.98, 1.67], [-7.49, -0.33, -1.02], [-8.74, -0.94, 0.26]]}

Record 4
{"formula": "C29H33EuN9O3S", "method": "ωB97M-V/def2-TZVPD", "charge": -1, "homo_energy_ev": [-2.75, -4.44], "multiplicity": 7, "elements": ["Eu", "C", "C", "C", "N", "C", "C", "C", "C", "C", "C", "C", "N", "C", "C", "C", "N", "C", "C", "C", "C", "C", "C", "C", "N", "C", "C", "H", "H", "H", "H", "H", "H", "H", "H", "H", "H", "H", "H", "H", "H", "H", "H", "H", "H", "H", "H", "H", "H", "H", "H", "H", "H", "N", "C", "S", "N", "N", "C", "C", "C", "C", "C", "C", "N", "H", "H", "H", "H", "H", "H", "H", "O", "N", "O", "O"], "positions_angstrom": [[-2.00, -12.43, 13.59], [-1.91, -12.41, 9.70], [-2.63, -11.05, 9.68], [-2.97, -10.46, 11.09], [-1.90, -10.42, 12.09], [-0.87, -9.62, 11.88], [-0.83, -8.67, 10.85], [0.32, -8.17, 10.23], [1.61, -7.98, 10.71], [1.97, -8.12, 12.04], [1.33, -8.90, 13.04], [0.18, -9.77, 12.94], [-0.08, -10.75, 13.80], [0.83, -10.93, 14.86], [0.49, -12.04, 15.83], [0.72, -13.46, 15.33], [-0.21, -13.90, 14.30], [-0.08, -15.13, 13.85], [0.70, -16.10, 14.58], [1.74, -16.89, 14.11], [2.00, -17.21, 12.80], [0.99, -17.27, 11.77], [-0.22, -16.62, 11.76], [-0.62, -15.46, 12.52], [-1.27, -14.46, 11.94], [-1.93, -14.78, 10.68], [-2.75, -13.66, 10.10], [-1.01, -12.33, 10.25], [-1.51, -12.62, 8.69], [-3.61, -11.11, 9.11], [-2.01, -10.35, 9.14], [-3.80, -10.98, 11.56], [-3.38, -9.41, 10.98], [-1.77, -8.52, 10.24], [0.25, -7.99, 9.15], [2.35, -7.84, 9.95], [2.90, -7.59, 12.37], [1.84, -8.86, 14.01], [0.89, -9.99, 15.47], [1.82, -11.17, 14.41], [-0.57, -11.91, 16.13], [1.14, -11.99, 16.74], [0.68, -14.18, 16.20], [1.74, -13.60, 14.97], [0.67, -16.03, 15.69], [2.45, -17.30, 14.86], [2.95, -17.58, 12.52], [1.22, -17.74, 10.78], [-0.96, -17.02, 11.07], [-2.60, -15.67, 10.81], [-1.18, -15.10, 9.90], [-3.62, -13.47, 10.78], [-3.22, -14.05, 9.15], [-2.81, -8.21, 15.33], [-2.30, -9.33, 15.88], [-1.08, -9.19, 17.05], [-2.97, -10.45, 15.53], [-2.55, -11.51, 16.21], [-3.38, -12.22, 16.95], [-3.05, -13.39, 17.69], [-4.20, -14.11, 18.23], [-3.96, -15.26, 18.94], [-2.61, -15.72, 19.09], [-1.63, -15.02, 18.43], [-1.78, -13.79, 17.92], [-2.17, -7.40, 15.25], [-3.43, -8.35, 14.51], [-4.43, -12.00, 17.03], [-5.15, -13.79, 17.86], [-4.72, -15.83, 19.46], [-2.41, -16.72, 19.51], [-0.65, -15.54, 18.34], [-3.33, -14.23, 14.55], [-4.47, -13.83, 14.27], [-5.48, -14.42, 14.69], [-4.55, -12.78, 13.57]]}

Calculated DFT total energy, -7697.5800 -1389.6340 -5184.6918 -2951.6580 hartree (same order as the records).